Entry 1:
{"formula": "C5H9NO", "method": "ωB97M-V with the def2-TZVPD basis set", "elements": ["C", "C", "O", "C", "C", "N", "C", "H", "H", "H", "H", "H", "H", "H", "H", "H"], "coordinates": [[-1.51, 0.26, 1.67], [-0.12, 0.80, 1.44], [0.47, 1.46, 2.26], [0.55, 0.51, 0.12], [-0.16, 0.68, -1.18], [0.10, -0.63, -0.66], [1.14, -1.41, -1.30], [-1.69, 0.19, 2.75], [-2.24, 0.95, 1.24], [-1.63, -0.72, 1.19], [1.61, 0.74, 0.13], [0.46, 1.03, -2.02], [-1.20, 1.00, -1.21], [0.71, -1.94, -2.16], [1.54, -2.14, -0.60], [1.97, -0.78, -1.67]], "smiles": "CC(=O)[C@@H]1CN1C", "orbital_gap_ev": 10.333}

Entry 2:
{"formula": "C4H11N2O", "method": "ωB97M-V with the def2-TZVPD basis set", "elements": ["N", "C", "C", "C", "O", "C", "N", "H", "H", "H", "H", "H", "H", "H", "H", "H", "H", "H"], "coordinates": [[-0.18, 1.53, 0.28], [-0.47, 0.08, 0.48], [0.57, -0.89, 0.61], [2.05, -0.79, 0.39], [2.60, 0.28, -0.36], [-1.36, -0.32, -0.80], [-2.55, 0.42, -0.96], [2.56, 0.09, -1.31], [-0.37, 2.08, 1.10], [0.82, 1.49, 0.08], [-1.08, 0.01, 1.40], [2.30, -1.76, -0.05], [0.46, -1.63, 1.41], [2.53, -0.65, 1.36], [-1.48, -1.40, -0.81], [-0.69, -0.17, -1.65], [-2.39, 1.41, -0.82], [-3.33, 0.21, -0.35]], "orbital_gap_ev": 6.699, "total_charge": 1}

Calculated calculated total energy (Eh), listed in the same order as above: -325.8659 -343.3840